Molecular formula: C5H7NO
Method: DFT, wB97M-V/def2-TZVPD

```
14
Properties=species:S:1:pos:R:3:forces:R:3
C -2.0249 -0.0442 0.1998 -0.11 -0.20 -0.04
C -0.8240 -0.9391 0.0384 -0.45 -1.59 -0.78
C 0.2005 -1.1909 -0.7076 1.12 0.53 -0.56
O 1.1207 -1.6548 -1.2798 -0.37 0.46 0.18
H -2.0328 0.6249 1.0687 0.43 -0.31 -0.14
H -2.8400 -0.7532 0.3350 -0.30 0.28 0.03
H -2.2500 0.5598 -0.6869 0.22 -0.19 0.13
H -1.0031 -2.0592 -0.1542 -0.99 0.54 1.08
C 0.5122 1.8367 0.0442 0.66 -0.04 -0.02
C 1.4882 1.1348 0.1610 -0.36 0.39 -0.02
N 2.5748 0.3320 0.2489 -0.08 0.05 0.06
H -0.2600 2.5560 -0.1042 0.09 -0.13 0.05
H 2.5094 -0.4805 -0.3574 0.15 0.14 0.12
H 2.8288 0.0776 1.1940 -0.02 0.07 -0.07
```
Positions in Å, forces in eV/Å.

The energy relative to the best compared isomer or geometry (same formula, charge and spin) is 409.9 kJ/mol. Its total charge is 0. The frontier orbital gap is 0.346 Eh. The LUMO energy is 0.663 eV. As for the molecular weight: 97.1 g mol⁻¹.

natural (NBO) atomic charge list, values in e, 2 entries: number 1, C, carries -0.619; number 2, C, carries -0.474

---

Molecular formula: C5H7NO
Method: DFT, wB97M-V/def2-TZVPD

```
14
Properties=species:S:1:pos:R:3:forces:R:3
C -1.2971 -1.2577 0.1771 -0.07 -0.13 -0.04
C -0.4462 0.0141 0.2795 -0.01 0.06 0.11
C -1.1804 1.2177 -0.1415 -0.54 0.91 -0.25
N -1.7525 2.1860 -0.4142 0.54 -1.04 0.15
C 0.8937 -0.0925 -0.4578 -0.01 0.02 0.06
C 1.8842 0.9266 0.0643 -0.05 0.24 0.27
O 1.6322 1.6962 0.9605 0.21 -0.39 -0.45
H -2.3281 -1.0849 0.4955 0.17 0.05 0.01
H -0.8748 -2.0364 0.8200 0.00 0.11 -0.12
H -1.3270 -1.6449 -0.8456 0.01 0.12 0.07
H -0.2035 0.2198 1.3278 -0.09 -0.15 -0.04
H 1.3249 -1.0934 -0.3076 -0.04 0.17 0.01
H 0.7896 0.0285 -1.5456 -0.01 0.01 0.20
H 2.8850 0.9208 -0.4125 -0.10 0.02 0.01
```
Positions in Å, forces in eV/Å.

The energy relative to the best compared isomer or geometry (same formula, charge and spin) is 76.8 kJ/mol. Its total charge is 0. The frontier orbital gap is 0.409 Eh. The LUMO energy is 0.733 eV. As for the molecular weight: 97.1 g mol⁻¹.

natural (NBO) atomic charge list, values in e, 2 entries: number 1, C, carries -0.590; number 2, C, carries -0.334

---

Molecular formula: C5H7NO
Method: DFT, wB97M-V/def2-TZVPD

```
14
Properties=species:S:1:pos:R:3:forces:R:3
C 0.9148 1.7162 -0.0365 -1.07 0.68 1.12
C 0.4113 0.3234 -0.0023 0.30 1.42 -0.93
O 1.5368 -0.4688 0.0018 -0.85 -0.97 -0.27
C 1.0710 -1.7439 -0.0667 0.37 -0.72 0.67
C -0.2542 -1.7000 -0.0619 -4.79 -1.93 -0.76
C -0.7737 -0.3702 -0.1342 2.96 1.17 1.30
N -2.1266 0.0636 -0.0890 -0.71 2.63 0.99
H 1.8526 1.6746 0.4768 0.34 0.35 1.07
H 1.2707 2.0561 -0.9693 -0.24 0.25 -1.68
H 0.2253 2.4770 0.3840 0.48 -0.49 -0.12
H 1.7165 -2.6139 0.0311 0.14 0.67 -0.15
H -1.1102 -2.4418 -0.0752 1.92 0.03 0.00
H -2.2014 1.1992 -0.3697 0.21 -4.26 1.51
H -2.5328 -0.1715 0.9110 0.94 1.17 -2.74
```
Positions in Å, forces in eV/Å.

The energy relative to the best compared isomer or geometry (same formula, charge and spin) is 213.9 kJ/mol. Its total charge is 0. The frontier orbital gap is 0.327 Eh. The LUMO energy is 0.846 eV. As for the molecular weight: 97.1 g mol⁻¹.

natural (NBO) atomic charge list, values in e, 2 entries: number 1, C, carries -0.662; number 2, C, carries 0.248

---

Molecular formula: C5H7NO
Method: DFT, wB97M-V/def2-TZVPD

```
14
Properties=species:S:1:pos:R:3:forces:R:3
C -2.0833 -0.2611 -0.3664 -0.06 0.05 -0.05
C -0.8899 -0.6799 0.4963 -0.01 -0.03 0.00
C 0.3484 0.0977 0.1756 -0.22 0.38 0.01
C 2.6773 -0.1286 -0.1016 1.11 0.58 -0.20
O 1.4863 -0.5745 0.0794 -0.88 -0.90 0.21
C 0.4202 1.4931 0.0251 0.06 0.72 -0.10
N 0.5566 2.6411 -0.1276 -0.14 -0.90 0.14
H -2.3006 0.8058 -0.2409 0.03 -0.17 -0.03
H -2.9820 -0.8218 -0.0894 0.16 0.08 -0.02
H -1.8765 -0.4414 -1.4262 -0.04 0.04 0.15
H -1.1507 -0.5654 1.5590 0.06 -0.01 -0.14
H -0.6647 -1.7419 0.3423 0.02 0.19 0.02
H 3.4410 -0.8857 -0.1858 -0.09 0.08 0.03
H 2.8532 0.9388 -0.1677 0.00 -0.11 -0.02
```
Positions in Å, forces in eV/Å.

The energy relative to the best compared isomer or geometry (same formula, charge and spin) is 345.0 kJ/mol. Its total charge is 0. The frontier orbital gap (spin up / spin down) is 0.302 / 0.284 Eh. The LUMO energy (spin up / spin down) is 0.227 / -0.268 eV. As for the molecular weight: 97.1 g mol⁻¹.

natural (NBO) atomic charge list, values in e, 2 entries: number 1, C, carries -0.602; number 2, C, carries -0.432

---

Molecular formula: C5H7NO
Method: DFT, wB97M-V/def2-TZVPD

```
14
Properties=species:S:1:pos:R:3:forces:R:3
C -1.6769 -0.8610 0.0281 -0.02 -0.34 -0.13
N -1.7211 0.5424 0.1930 -0.08 0.29 0.35
C -0.4576 0.0458 0.0295 0.07 -0.02 0.02
C 0.8211 0.1351 0.8925 0.05 -0.05 0.48
C 1.6709 -0.3681 -0.2983 0.09 -0.18 -0.03
C 0.6712 0.6634 -0.8259 -0.09 0.14 -0.47
O 0.9844 1.4997 0.3551 0.02 0.18 0.01
H -1.8681 -1.4658 0.9266 0.21 0.06 -0.29
H -2.0383 -1.3294 -0.8898 0.10 0.21 0.00
H -2.2737 1.3674 0.3098 -0.01 -0.18 0.08
H 0.9871 -0.0311 1.9612 -0.07 0.13 -0.20
H 1.5979 -1.4048 -0.6407 -0.13 0.13 0.14
H 2.6990 0.0032 -0.2678 -0.20 -0.11 -0.01
H 0.6041 1.2033 -1.7733 0.07 -0.26 0.06
```
Positions in Å, forces in eV/Å.

The energy relative to the best compared isomer or geometry (same formula, charge and spin) is 499.2 kJ/mol. Its total charge is 0. The frontier orbital gap is 0.359 Eh. The LUMO energy is 1.144 eV. As for the molecular weight: 97.1 g mol⁻¹.

natural (NBO) atomic charge list, values in e, 2 entries: number 1, C, carries -0.211; number 2, N, carries -0.659

---

Molecular formula: C5H7NO
Method: DFT, wB97M-V/def2-TZVPD

```
14
Properties=species:S:1:pos:R:3:forces:R:3
C 1.8026 0.1994 -0.4979 -0.09 -0.14 -0.09
C 0.3227 0.2504 -0.0591 -0.04 0.12 -0.15
C -0.4505 1.3461 -0.7459 -0.31 0.04 0.10
O -1.6601 1.4103 -0.6982 0.42 0.21 0.00
C 0.0118 -0.1781 1.3469 -0.18 -0.16 0.02
C -0.7211 -0.7730 0.4677 0.34 0.02 0.37
N -1.7638 -1.6414 0.2284 0.19 0.03 -0.04
H 2.3398 0.9635 0.0910 -0.25 -0.21 -0.14
H 1.9768 0.4590 -1.5488 -0.18 -0.20 0.09
H 2.3030 -0.7484 -0.2834 -0.28 0.00 -0.06
H 0.1123 2.0244 -1.4244 -0.01 -0.01 0.20
H 0.3872 -0.1379 2.3532 -0.12 0.36 0.02
H -2.5077 -1.2378 -0.3349 0.39 -0.01 -0.10
H -2.1577 -1.9481 1.1145 0.12 -0.05 -0.23
```
Positions in Å, forces in eV/Å.

The energy relative to the best compared isomer or geometry (same formula, charge and spin) is 309.2 kJ/mol. Its total charge is 0. The frontier orbital gap is 0.346 Eh. The LUMO energy is 0.864 eV. As for the molecular weight: 97.1 g mol⁻¹.

natural (NBO) atomic charge list, values in e, 2 entries: number 1, C, carries -0.625; number 2, C, carries -0.190

---

Molecular formula: C5H7NO
Method: DFT, wB97M-V/def2-TZVPD

```
14
Properties=species:S:1:pos:R:3:forces:R:3
C 0.1782 -1.4592 -1.4018 0.15 0.00 -0.07
C 0.4758 1.3503 -0.4300 -0.06 0.05 0.45
C 0.8024 2.1561 0.6191 0.15 0.28 -0.15
O 0.4035 1.6987 1.8867 0.04 0.01 -0.15
C -0.2146 0.5322 1.6570 -0.03 -0.11 -0.06
C -0.1744 0.3298 0.3106 -0.05 -0.24 0.00
N -0.7506 -0.8596 -0.3813 -0.15 0.04 0.12
H 1.1246 -0.9236 -1.3264 -0.15 -0.07 0.00
H -0.2325 -1.2958 -2.3967 0.06 -0.06 0.13
H 0.2930 -2.5249 -1.2011 -0.04 0.13 -0.03
H 1.3195 3.1061 0.6927 -0.10 -0.17 -0.04
H -0.5935 0.0046 2.5225 0.00 0.00 -0.18
H -1.6006 -0.5529 -0.8576 0.11 -0.01 0.08
H -1.0308 -1.5618 0.3062 0.06 0.15 -0.11
```
Positions in Å, forces in eV/Å.

The energy relative to the best compared isomer or geometry (same formula, charge and spin) is 418.7 kJ/mol. Its total charge is 0. The frontier orbital gap is 0.272 Eh. The LUMO energy is 0.122 eV. As for the molecular weight: 97.1 g mol⁻¹.

natural (NBO) atomic charge list, values in e, 2 entries: number 1, C, carries -0.423; number 2, C, carries -0.485

---

Molecular formula: C5H7NO
Method: DFT, wB97M-V/def2-TZVPD

```
14
Properties=species:S:1:pos:R:3:forces:R:3
C 0.7512 -0.8945 1.6319 0.01 -0.05 0.01
C 0.0823 -0.2611 0.4578 -0.20 0.04 -0.03
C -1.1850 0.1444 0.3473 0.15 -0.17 0.13
N -1.4107 0.8787 -0.8430 -0.02 0.00 -0.17
C -0.1787 1.0651 -1.4942 0.09 0.00 -0.31
O 0.0245 1.8332 -2.4021 -0.15 -0.47 0.18
C 0.7732 0.0722 -0.8443 0.14 0.07 -0.01
H 0.0554 -0.9983 2.4688 0.07 0.00 -0.10
H 1.6021 -0.2909 1.9715 -0.13 -0.09 -0.05
H 1.1400 -1.8890 1.3845 -0.03 0.11 0.02
H -1.9810 0.0739 1.0808 0.13 -0.05 -0.11
H -2.2024 0.6763 -1.4392 -0.09 0.41 0.21
H 1.8144 0.3974 -0.8090 -0.18 0.06 0.09
H 0.7147 -0.8074 -1.5110 0.21 0.14 0.14
```
Positions in Å, forces in eV/Å.

The energy relative to the best compared isomer or geometry (same formula, charge and spin) is 36.8 kJ/mol. Its total charge is 0. The frontier orbital gap is 0.343 Eh. The LUMO energy is 0.794 eV. As for the molecular weight: 97.1 g mol⁻¹.

natural (NBO) atomic charge list, values in e, 2 entries: number 1, C, carries -0.629; number 2, C, carries -0.034

---

Molecular formula: C5H7NO
Method: DFT, wB97M-V/def2-TZVPD

```
14
Properties=species:S:1:pos:R:3:forces:R:3
C -1.8288 0.2364 0.4795 -0.02 0.07 0.01
C -0.5429 -0.4060 0.0518 0.09 -0.17 -0.05
C -0.3500 -1.7231 -0.2377 -0.22 0.00 0.05
O 0.9318 -2.0012 -0.5932 -0.05 -0.12 -0.01
C 1.6742 -0.8494 -0.5558 -0.32 -0.19 0.04
C 0.7774 0.1115 -0.1667 0.28 -0.31 -0.12
N 1.5299 1.3670 -0.1103 0.17 0.16 -0.01
H -2.6358 -0.5041 0.5067 0.18 0.12 -0.01
H -2.1397 1.0324 -0.2084 0.07 -0.11 0.09
H -1.7573 0.6773 1.4817 0.02 -0.06 -0.15
H -1.0253 -2.5679 -0.2321 -0.04 0.17 0.04
H 2.4084 0.7995 -0.4161 -0.07 0.81 0.17
H 1.6529 1.7987 0.8092 -0.06 -0.15 -0.16
H 1.2895 2.0903 -0.7930 -0.03 -0.20 0.11
```
Positions in Å, forces in eV/Å.

The energy relative to the best compared isomer or geometry (same formula, charge and spin) is 382.9 kJ/mol. Its total charge is 0. The frontier orbital gap is 0.294 Eh. The LUMO energy is 0.232 eV. As for the molecular weight: 97.1 g mol⁻¹.

natural (NBO) atomic charge list, values in e, 2 entries: number 1, C, carries -0.621; number 2, C, carries -0.140